(1)
The following is a DFT calculation (ωB97M-V/def2-TZVPD) of a structure of composition C30H37BBr2N3O6PS2SeTi at a distorted geometry.

As for the expectation value of S²: 0.801. Its HOMO-LUMO gap (spin up / spin down) is 0.1912 / 0.2210 hartree. As for the max |F|: 1.85 eV Å⁻¹. The HOMO energy (spin up / spin down) is -2.809 / -3.620 eV.

The geometry in ORCA input format:
```
! wB97M-V def2-TZVPD RIJCOSX def2/J DEFGRID3
* xyz -1 2
H -3.161 -3.256 -2.449
H -2.510 -1.017 -3.024
C 4.771 0.330 3.166
H -4.568 0.553 2.023
H -1.164 -4.758 6.411
C -2.621 3.422 -1.090
H 5.761 0.301 3.596
C -2.038 3.914 -3.476
C 2.376 0.359 3.418
H -3.029 2.628 4.367
C -0.334 -2.703 3.910
N -1.717 3.668 -2.172
H 3.738 0.292 5.046
P 0.312 -0.991 -1.376
H -2.917 -5.365 4.817
C 3.635 0.325 3.972
H 2.096 4.219 -2.722
O 1.685 0.671 -0.394
C -4.170 1.514 1.693
C -1.350 -3.030 2.997
C -1.913 2.177 2.575
H -2.433 4.134 -0.283
H -2.450 2.412 -0.690
C 5.613 0.470 0.806
H 1.625 -3.377 -3.955
C -0.882 4.040 -4.168
C -2.665 1.480 1.707
C -2.328 -0.004 -3.366
O 1.601 -1.268 -2.344
C -2.190 -4.614 4.541
H -3.053 3.984 -3.809
H -2.830 -4.620 -1.378
C -1.194 -4.277 5.444
C 5.346 0.603 -0.541
C -2.373 -3.861 -2.008
C 3.262 0.445 1.285
H -3.059 -4.277 2.596
N 0.149 3.872 -3.279
H -2.778 0.677 -2.647
C -0.828 0.248 -3.437
Se 0.531 3.387 -0.489
Br 3.736 0.876 -2.845
Ti 0.418 0.378 1.003
H -1.643 3.678 4.041
C -0.236 -3.323 5.138
C -0.368 3.630 -2.044
H -4.538 1.694 0.684
H -0.634 1.223 -3.900
H -1.817 -4.354 -2.803
H -1.981 -2.351 -0.495
Br 7.440 0.385 1.358
H -3.643 3.519 -1.443
H 3.027 -2.336 -4.249
S -1.945 0.446 0.464
C 4.594 0.408 1.774
O -0.253 0.308 -2.137
C -2.473 3.146 3.585
H -0.335 -0.530 -4.028
C -1.426 -2.996 -1.186
H -2.784 0.139 -4.344
O -0.638 -2.205 -2.058
C 2.401 -2.422 -2.201
H -3.135 3.869 3.110
H 1.488 0.372 4.037
H 0.553 -3.061 5.827
H -0.713 4.242 -5.206
H 1.881 2.834 -3.804
H -4.550 2.289 2.352
C 1.547 3.851 -3.589
C 2.953 0.587 -0.095
H 1.743 4.485 -4.452
S -0.161 2.037 2.620
H 1.932 -3.133 -1.509
H 3.374 -2.132 -1.785
H 3.251 -3.922 -3.485
H -0.766 -3.642 -0.592
B -0.111 -1.385 2.121
O 0.426 -1.725 3.381
N 2.163 0.389 2.085
H 6.155 0.678 -1.253
C -2.283 -4.005 3.295
O -1.214 -2.246 1.906
C 2.592 -3.063 -3.567
C 4.034 0.662 -0.983
*
```

---

(2)
The following is a DFT calculation (ωB97M-V/def2-TZVPD) of a structure of composition C4H5NO2.

Its HOMO-LUMO gap is 0.3227 hartree. As for the max |F|: 0.53 eV Å⁻¹. The HOMO energy is -8.080 eV.

The geometry in ORCA input format:
```
! wB97M-V def2-TZVPD RIJCOSX def2/J DEFGRID3
* xyz 0 1
O -1.501 1.939 0.575
C -0.407 -0.145 -0.107
H 1.322 -1.422 -0.379
C 1.345 0.594 0.386
C -0.703 1.198 0.134
H 1.798 0.339 1.351
H 1.213 -0.144 -1.659
N -1.330 -1.170 0.111
H -2.074 -0.946 0.758
H -1.680 -1.666 -0.701
C 1.009 -0.406 -0.621
O 0.978 1.795 0.121
*
```

---

(3)
The following is a DFT calculation (ωB97M-V/def2-TZVPD) of an isolated molecule of C3H5NOS3 at a distorted geometry.

Its HOMO-LUMO gap is 0.3098 hartree. As for the max |F|: 2.56 eV Å⁻¹. The HOMO energy is -8.939 eV.

The geometry in ORCA input format:
```
! wB97M-V def2-TZVPD RIJCOSX def2/J DEFGRID3
* xyz 0 1
O 1.905 0.630 -0.798
N -0.807 -1.578 -0.086
C -0.057 2.194 0.527
H 0.287 1.670 1.438
H -0.793 2.952 0.832
H -2.472 -2.887 -0.585
C 1.355 -0.375 -0.426
S 2.277 -1.868 -0.103
C -0.195 -0.452 -0.296
H 1.172 -2.471 0.341
S -0.916 1.141 -0.638
H 0.725 2.713 0.009
S -2.482 -1.669 -0.214
*
```

---

(4)
The following is a DFT calculation (ωB97M-V/def2-TZVPD) of a structure of composition H30O15 at a distorted geometry.

Its HOMO-LUMO gap is 0.2025 hartree. As for the max |F|: 15.07 eV Å⁻¹. The HOMO energy is -6.073 eV.

The geometry in ORCA input format:
```
! wB97M-V def2-TZVPD RIJCOSX def2/J DEFGRID3
* xyz 0 1
H -0.350 -1.573 -0.512
H -4.630 -0.516 1.357
H -2.301 -0.011 3.842
H -0.854 -0.886 1.076
H 3.218 2.931 0.744
H -0.555 -0.790 -3.156
H -4.398 -1.013 -0.426
O -1.153 -1.542 -3.078
H -1.092 -1.979 -3.935
H 2.815 2.284 -2.912
O -3.009 -0.509 -3.958
H 3.500 -2.136 0.166
O 2.594 -2.462 0.206
O 4.108 -2.252 -2.828
H 2.350 3.031 -0.499
H -0.287 0.268 0.118
H 0.721 0.513 -0.994
H 0.007 0.549 2.386
O 3.456 1.885 -2.313
H 1.802 2.047 1.710
O -1.197 -1.785 1.119
H -3.941 -0.403 -1.741
O -3.712 -1.084 -1.099
H 3.666 -1.639 -3.428
H -2.436 0.187 -3.617
H 3.102 1.356 2.088
O -0.521 1.168 2.902
H -0.146 3.994 2.527
H 0.760 3.513 1.405
O 0.437 -0.155 -0.359
H 2.072 -1.754 -0.188
O -1.399 0.281 4.017
H -3.888 -0.113 -3.952
H -0.059 1.224 3.746
O 2.186 1.174 1.851
H -1.510 1.130 4.460
H 3.809 -1.979 -1.953
H 0.657 -2.662 -0.847
H -1.134 -2.017 2.052
O 0.285 -2.173 -0.104
O 0.368 3.231 2.239
H 2.914 1.439 -1.653
H -4.669 -2.013 1.616
O 2.490 2.493 0.288
O -4.076 -1.253 1.636
*
```

---

(5)
The following is a DFT calculation (ωB97M-V/def2-TZVPD) of an isolated molecule of C3H5N3S at a distorted geometry.

Its HOMO-LUMO gap (spin up / spin down) is 0.2901 / 0.2901 hartree. As for the max |F|: 3.31 eV Å⁻¹. The HOMO energy (spin up / spin down) is -8.249 / -8.250 eV.

The geometry in ORCA input format:
```
! wB97M-V def2-TZVPD RIJCOSX def2/J DEFGRID3
* xyz 0 1
H -1.058 -0.428 1.597
C 0.165 0.103 -2.474
C -0.649 0.052 2.451
N 0.784 -0.746 -1.626
H -0.516 1.092 2.403
H 0.551 -0.164 -3.430
N 0.930 -0.479 -0.380
C 1.451 -0.648 0.692
S 1.155 -0.521 2.347
H -1.089 1.380 -2.856
N -0.729 0.873 -2.040
H -0.994 -0.514 3.316
*
```

---

(6)
The following is a DFT calculation (ωB97M-V/def2-TZVPD) of a cluster of 12 separate species, C5H38N3O11 in total at a distorted geometry.

Its HOMO-LUMO gap is 0.3565 hartree. As for the max |F|: 6.60 eV Å⁻¹. The HOMO energy is -12.049 eV.

The geometry in ORCA input format:
```
! wB97M-V def2-TZVPD RIJCOSX def2/J DEFGRID3
* xyz 1 1
H 2.043 -2.524 3.796
H -3.255 -3.486 0.339
H -2.291 0.622 -3.528
H 0.310 2.651 4.289
H 1.867 0.562 -0.686
H -3.163 1.453 -1.054
C 0.998 2.114 0.547
H 2.579 2.190 -2.045
C -0.864 -0.688 0.413
H 3.058 2.788 0.027
O -3.754 2.190 -0.978
H 0.417 2.140 1.487
H 1.210 -0.838 1.297
N 0.256 2.820 -1.820
H -0.656 -2.277 -0.808
H 0.580 -2.307 3.808
H 0.165 -0.955 -1.535
O -3.190 -1.870 -1.469
H 3.839 -1.363 -2.148
C 0.365 3.194 -0.440
O -3.773 -2.966 0.943
H 0.718 -2.108 -3.794
H 0.598 1.771 -1.978
H -3.784 -2.058 -0.700
O 1.257 -2.812 3.370
H 1.220 -2.027 -2.303
H 1.641 1.877 4.083
H -0.107 -0.234 4.199
H 2.770 -0.390 -1.737
H -0.873 -4.127 -1.041
H 4.028 1.987 -2.485
N 0.965 0.827 -0.159
C 2.454 2.431 0.885
H -3.360 -1.278 -2.183
O 0.525 -2.284 -2.917
H -1.226 -1.233 4.922
H -1.694 -1.149 -1.443
H -0.676 3.364 -0.031
H 0.948 3.386 -2.325
H -0.780 -4.549 0.489
O 3.334 1.585 -1.899
C 0.470 -0.045 0.890
H 2.927 1.606 1.366
H 0.936 4.193 -0.202
H -1.569 0.116 0.404
H 2.498 3.304 1.529
O 0.801 2.084 3.731
O -0.411 -1.205 4.372
H -3.097 -2.846 1.668
N -0.753 -1.299 -0.929
H -4.351 1.982 -1.705
O -1.763 0.396 -2.864
H -1.280 1.315 -2.762
H 0.245 0.397 1.945
O 2.957 -1.307 -1.939
O -0.961 -3.852 -0.102
H -1.348 -1.269 1.210
*
```

---

no.,molecular weight (g/mol),total energy (a.u.)
1,928.20,-11342.8644
2,99.09,-360.5610
3,167.28,-1441.8281
4,270.22,-1146.1050
5,115.16,-679.6259
6,316.37,-1204.8646